{"formula": "C4H12NO2", "method": "the ωB97M-V functional and the def2-TZVPD basis", "energy_ev": -9914.563, "homo_lumo_gap_ev": 5.330, "total_charge": 1, "e_above_lowest_kj_mol": 739.8, "lumo_energy_ev": -8.76, "homo_energy_ev": -14.09, "species": ["C", "O", "C", "C", "C", "O", "N", "H", "H", "H", "H", "H", "H", "H", "H", "H", "H", "H", "H"], "xyz": [[-0.836, -0.954, 0.736], [-0.517, -0.554, 2.039], [-0.667, 0.313, -0.266], [0.815, 0.777, -0.326], [1.507, 1.211, 0.962], [0.616, 1.970, 1.773], [-0.908, -0.279, -1.465], [-1.876, -1.277, 0.707], [-0.175, -1.755, 0.432], [-1.158, -1.019, 2.586], [-1.330, 1.159, -0.015], [0.759, 1.555, -1.090], [1.348, -0.081, -0.731], [2.438, 1.759, 0.893], [1.675, 0.223, 1.426], [1.030, 2.053, 2.626], [-1.859, -0.293, -1.868], [-0.084, -2.539, -4.188], [-0.778, -2.269, -4.231]], "forces_ev_per_angstrom": [[-0.330, -1.767, 2.241], [-0.067, -0.158, -1.345], [0.094, 2.434, -2.516], [0.759, 0.297, -0.317], [-1.305, -1.214, 1.159], [-0.208, -0.075, -0.966], [0.076, -0.800, 1.204], [-0.002, 0.021, -0.355], [0.288, 0.196, -0.561], [-0.261, 0.345, 0.467], [-0.400, -0.784, 0.584], [0.266, 0.090, 0.104], [0.327, 0.210, -0.221], [0.274, -0.160, -0.873], [0.488, 0.527, 0.389], [0.098, 0.207, 0.603], [-0.089, 0.634, 0.404], [-0.103, 0.050, 0.010], [0.097, -0.050, -0.012]]}

---

{"formula": "C53H44InN8O6P2", "method": "the ωB97M-V functional and the def2-TZVPD basis", "energy_ev": -103618.002, "homo_lumo_gap_ev": [2.917, 2.967], "total_charge": 1, "e_above_lowest_kj_mol": 260.1, "lumo_energy_ev": [-5.24, -5.20], "homo_energy_ev": [-8.16, -8.17], "species": ["In", "C", "P", "C", "C", "C", "C", "C", "C", "C", "C", "C", "C", "C", "C", "C", "C", "C", "C", "C", "P", "C", "C", "C", "C", "C", "C", "C", "C", "C", "C", "C", "C", "N", "H", "H", "H", "H", "H", "H", "H", "H", "H", "H", "H", "H", "H", "H", "H", "H", "H", "H", "H", "H", "H", "H", "H", "H", "H", "H", "C", "N", "C", "C", "N", "C", "C", "C", "C", "C", "C", "N", "C", "N", "C", "C", "C", "C", "C", "C", "N", "H", "H", "H", "H", "H", "H", "H", "H", "H", "H", "H", "H", "H", "H", "H", "O", "C", "O", "C", "C", "C", "C", "C", "C", "N", "O", "O", "N", "O", "O", "H", "H", "H"], "xyz": [[-0.183, -0.061, 0.458], [-1.726, 1.763, -2.981], [-1.843, 1.905, -1.126], [-1.204, 3.576, -0.802], [0.112, 3.666, -0.585], [0.771, 4.916, -0.144], [-0.154, 6.154, -0.350], [-1.323, 5.914, -1.191], [-2.058, 4.826, -0.587], [-3.630, 1.662, -0.859], [-3.936, 0.311, -1.044], [-5.220, -0.160, -0.859], [-6.223, 0.710, -0.462], [-5.923, 2.043, -0.244], [-4.635, 2.524, -0.436], [-0.719, 0.714, -3.295], [-0.113, 0.413, -4.541], [0.682, -0.692, -4.322], [0.545, -1.008, -2.949], [1.122, -2.083, -2.124], [-0.268, -2.598, -1.020], [-1.435, -3.182, -2.316], [-2.791, -2.996, -2.076], [-3.724, -3.266, -3.061], [-3.308, -3.742, -4.294], [-1.962, -3.967, -4.525], [-1.028, -3.690, -3.544], [0.187, -4.171, -0.203], [0.952, -5.180, -0.773], [1.164, -6.361, -0.081], [0.611, -6.548, 1.175], [-0.136, -5.535, 1.756], [-0.348, -4.356, 1.067], [-0.309, -0.142, -2.347], [-1.422, 2.728, -3.399], [-2.703, 1.500, -3.407], [0.724, 2.764, -0.608], [1.796, 5.012, -0.494], [0.393, 7.071, -0.537], [-1.676, 6.557, -1.972], [-3.068, 4.697, -0.968], [-3.134, -0.357, -1.339], [-5.447, -1.201, -1.021], [-7.230, 0.349, -0.321], [-6.701, 2.722, 0.075], [-4.443, 3.573, -0.266], [-0.262, 0.940, -5.463], [1.297, -1.201, -5.040], [1.909, -1.659, -1.498], [1.541, -2.906, -2.701], [-3.104, -2.629, -1.105], [-4.775, -3.096, -2.875], [-4.031, -3.943, -5.071], [-1.629, -4.351, -5.478], [0.014, -3.872, -3.752], [1.379, -5.060, -1.757], [1.755, -7.144, -0.532], [0.749, -7.483, 1.696], [-0.562, -5.679, 2.739], [-0.940, -3.560, 1.508], [-3.186, 0.761, 3.075], [-2.494, -0.443, 2.620], [-1.771, -1.191, 3.636], [-0.312, -0.867, 3.709], [0.359, -0.096, 2.902], [1.651, -0.070, 3.360], [2.777, 0.590, 2.884], [3.961, 0.398, 3.566], [4.036, -0.424, 4.694], [2.926, -1.080, 5.188], [1.736, -0.889, 4.506], [0.464, -1.372, 4.703], [-2.389, 1.977, 2.733], [-1.121, 2.119, 2.922], [-0.767, 3.312, 2.332], [0.481, 3.865, 2.227], [0.611, 5.089, 1.426], [-0.638, 5.932, 1.119], [-1.965, 5.138, 0.983], [-1.934, 3.928, 1.801], [-2.942, 3.064, 2.079], [-3.381, 0.738, 4.161], [-4.149, 0.838, 2.562], [-3.164, -1.060, 2.179], [-1.851, -2.261, 3.416], [-2.197, -1.029, 4.640], [2.722, 1.207, 1.998], [4.859, 0.890, 3.226], [4.986, -0.545, 5.192], [2.978, -1.710, 6.064], [0.212, -2.074, 5.381], [1.351, 3.370, 2.625], [1.422, 5.720, 1.792], [-0.760, 6.822, 1.734], [-2.822, 5.767, 1.233], [-3.916, 3.179, 1.838], [3.306, -0.795, 0.102], [2.683, -1.607, 0.766], [1.423, -1.731, 0.799], [3.393, -2.624, 1.643], [2.623, -3.268, 2.597], [3.181, -4.256, 3.390], [4.502, -4.645, 3.222], [5.256, -3.985, 2.262], [4.726, -2.966, 1.478], [6.643, -4.383, 2.066], [7.246, -3.851, 1.166], [7.086, -5.217, 2.818], [2.346, -4.880, 4.386], [1.304, -4.314, 4.658], [2.723, -5.912, 4.880], [1.579, -3.017, 2.694], [4.936, -5.430, 3.825], [5.333, -2.458, 0.742]], "forces_ev_per_angstrom": [[0.445, -1.187, -1.112], [-0.032, 0.007, 0.032], [0.176, -0.111, -0.667], [-0.336, -0.291, 0.260], [-0.064, -0.419, -0.252], [0.341, -0.080, -0.483], [0.154, 0.183, 0.259], [0.285, 0.985, -0.295], [-0.193, -1.031, 0.415], [0.184, 0.178, 0.349], [0.166, 0.092, -0.007], [-0.096, -0.006, -0.012], [-0.029, 0.003, 0.057], [-0.166, 0.126, 0.125], [-0.032, -0.091, -0.075], [0.626, 0.276, -1.457], [-1.162, 1.086, 1.075], [0.398, -1.076, 1.535], [0.068, 0.477, -1.639], [0.265, 0.002, 0.794], [0.113, -0.405, -0.663], [-0.144, 0.317, 0.467], [0.093, -0.007, -0.025], [-0.170, -0.049, -0.074], [-0.048, 0.003, 0.045], [0.005, -0.091, -0.044], [-0.023, -0.022, 0.093], [-0.233, 0.419, 0.183], [-0.016, 0.121, 0.017], [0.049, -0.101, -0.023], [0.024, -0.006, 0.052], [-0.107, -0.123, 0.112], [0.070, -0.104, -0.043], [0.344, -0.393, 0.804], [-0.151, 0.065, 0.129], [-0.056, 0.182, 0.291], [-0.002, 0.046, -0.117], [-0.001, -0.086, -0.007], [0.061, 0.037, 0.043], [-0.058, 0.042, -0.228], [0.030, 0.058, 0.156], [-0.013, -0.169, -0.126], [0.019, -0.181, -0.054], [-0.099, -0.011, 0.024], [-0.088, 0.071, -0.014], [-0.049, 0.085, -0.074], [-0.079, 0.134, -0.242], [0.140, -0.161, -0.110], [0.117, -0.329, -0.063], [-0.055, -0.032, 0.005], [-0.065, 0.044, 0.010], [-0.109, -0.026, 0.017], [-0.074, -0.011, -0.062], [-0.005, -0.026, -0.083], [0.093, 0.074, -0.023], [0.041, 0.059, -0.130], [0.048, -0.075, -0.042], [0.077, -0.050, 0.053], [-0.038, -0.002, 0.101], [0.004, 0.020, 0.049], [-0.051, -0.088, 0.018], [-0.207, -0.234, -0.137], [0.050, -0.165, 0.161], [0.036, -0.059, 0.128], [-0.538, -0.320, -0.622], [0.475, -0.440, 0.798], [-0.136, 0.043, 0.074], [0.078, 0.141, -0.105], [-0.049, -0.092, 0.099], [-0.042, -0.060, 0.066], [0.377, 0.454, -0.380], [-0.125, 0.033, 0.102], [0.968, -0.431, 0.509], [-0.572, -0.317, 0.471], [0.282, 0.294, 0.343], [-1.038, 0.216, -0.537], [0.110, 0.214, 0.472], [-0.172, 0.377, 0.262], [-0.409, 0.669, -0.549], [-0.972, -0.764, -0.063], [1.088, 1.675, -0.433], [0.016, 0.036, -0.225], [0.016, -0.080, 0.064], [0.067, 0.100, -0.037], [-0.108, 0.084, 0.033], [0.005, -0.110, -0.150], [0.093, -0.010, -0.126], [0.073, 0.030, -0.088], [0.092, -0.012, 0.049], [0.058, -0.060, 0.074], [-0.071, 0.005, -0.093], [0.155, -0.216, 0.193], [-0.004, -0.068, -0.015], [-0.020, -0.074, 0.044], [0.057, -0.004, 0.122], [-0.007, -0.046, -0.173], [0.376, 0.261, -0.041], [1.000, -0.051, 0.003], [-1.391, 0.739, 0.404], [-0.264, -0.122, -0.055], [-0.005, -0.170, 0.110], [0.724, 0.603, -0.932], [0.016, -0.093, 0.148], [-1.018, 0.325, 0.152], [0.067, -0.015, 0.008], [-0.004, 0.010, 0.018], [0.324, 0.147, -0.295], [0.311, -0.346, 0.250], [0.040, -0.219, 0.096], [-0.485, 0.115, 0.312], [0.052, -0.298, 0.224], [0.049, -0.029, -0.009], [0.002, 0.018, -0.042], [-0.009, -0.037, -0.007]]}

---

{"formula": "C6H12O", "method": "the ωB97M-V functional and the def2-TZVPD basis", "energy_ev": -8462.658, "homo_lumo_gap_ev": 9.728, "e_above_lowest_kj_mol": 163.6, "lumo_energy_ev": 0.98, "homo_energy_ev": -8.75, "species": ["C", "C", "C", "C", "C", "C", "O", "H", "H", "H", "H", "H", "H", "H", "H", "H", "H", "H", "H"], "xyz": [[-0.808, -0.497, 2.319], [-1.156, 0.147, 0.984], [-0.558, -0.527, -0.269], [-0.756, 0.283, -1.518], [0.634, -0.061, -1.175], [1.693, 0.837, -0.619], [1.068, -0.986, -2.155], [-1.303, 0.003, 3.162], [0.272, -0.452, 2.485], [-1.118, -1.548, 2.330], [-0.866, 1.209, 0.997], [-2.260, 0.186, 0.900], [-0.390, -1.590, -0.286], [-1.026, 1.311, -1.303], [-1.152, -0.135, -2.435], [1.962, 1.642, -1.305], [2.597, 0.251, -0.394], [1.341, 1.251, 0.329], [1.978, -1.276, -2.017]], "forces_ev_per_angstrom": [[0.154, -0.092, 0.018], [0.279, 0.006, -0.091], [0.640, 0.156, 0.008], [-0.130, 0.253, -0.270], [-0.155, 0.405, 0.322], [0.029, 0.195, -0.013], [0.147, -0.309, 0.399], [0.098, -0.052, -0.239], [-0.043, -0.104, 0.093], [0.102, 0.115, 0.020], [0.110, -0.194, -0.017], [0.442, -0.226, -0.291], [-1.287, -0.529, -0.087], [-0.305, -0.092, -0.070], [0.031, 0.064, 0.025], [0.091, 0.040, 0.042], [-0.200, 0.112, -0.048], [0.126, 0.166, -0.152], [-0.130, 0.085, 0.350]]}